Entry 1:
Density functional theory data (ωB97M-V/def2-TZVPD) for one molecule with the formula C6H5F2NO2.

Bonds (Å) are listed after each position.
Positions of all 16 atoms, in Å:
1 C 2.1634 0.9599 1.6144  O2 1.382, H12 1.121, H13 1.104, H14 1.153
2 O 0.8595 0.9663 1.1577  C1 1.382, C3 1.369
3 C 0.5979 0.4287 -0.0742  O2 1.369, C4 1.299, C6 1.587
4 C 1.4011 0.0399 -1.0181  C3 1.299, O5 1.211
5 O 2.0971 -0.3821 -1.9149  C4 1.211
6 C -0.9046 0.3886 -0.5849  C3 1.587, C7 1.592, H15 1.153, H16 1.192
7 C -1.6459 -1.0189 -0.5132  C6 1.592, F8 1.302, F9 1.431, C10 1.585
8 F -1.0295 -1.8797 -1.2707  C7 1.302
9 F -1.4766 -1.4508 0.8407  C7 1.431
10 C -3.2125 -1.1477 -0.7180  C7 1.585, N11 1.138
11 N -4.3028 -1.4114 -0.9126  C10 1.138
12 H 2.9444 1.1526 0.8336  C1 1.121
13 H 2.4247 -0.0917 1.8230  C1 1.104
14 H 2.2655 1.7403 2.4565  C1 1.153
15 H -1.4968 1.1651 0.0276  C6 1.153
16 H -0.6848 0.5410 -1.7469  C6 1.192

Calculated values
Total energy in a.u.: -636.4648
Structure (SMILES): COC(=C=O)CC(F)(F)C#N
Strongest force on any atom in hartree/bohr: 0.09516
Energy above the lowest of the compared OMol25 structures with the same formula, charge and spin in kcal per mole: 14.8

***

Entry 2:
Density functional theory data (ωB97M-V/def2-TZVPD) for a 10-piece molecular cluster, C10H36F3O12S overall.

Bonds (Å) are listed after each position.
Positions of all 62 atoms, in Å:
1 C 0.1040 1.3992 -2.0701  F2 1.317, F3 1.357, F4 1.328, S5 1.887
2 F 1.3515 1.7718 -2.2694  C1 1.317
3 F -0.2747 0.7141 -3.1782  C1 1.357
4 F -0.0019 0.6439 -0.9832  C1 1.328
5 S -1.0305 2.9009 -1.9356  C1 1.887, O6 1.495, O7 1.490, O8 1.446
6 O -0.3005 3.8061 -0.9969  S5 1.495
7 O -1.2512 3.4550 -3.3012  S5 1.490
8 O -2.2419 2.2996 -1.4252  S5 1.446
9 O -4.5246 5.8575 -4.6713  H10 0.957, H11 0.957
10 H -4.1341 5.1295 -4.1880  O9 0.957
11 H -4.0622 6.6327 -4.3526  O9 0.957
12 O -2.4716 4.4551 2.6404  H13 0.957, H14 0.957
13 H -3.2926 3.9857 2.4928  O12 0.957
14 H -2.0533 4.4835 1.7799  O12 0.957
15 O -0.8789 7.7403 -3.9353  H16 0.957, H17 0.957
16 H -0.7682 6.7895 -3.9359  O15 0.957
17 H -1.3328 7.9285 -3.1139  O15 0.957
18 O 3.5562 2.1183 1.8980  H19 0.957, H20 0.957
19 H 3.1053 1.7858 1.1219  O18 0.957
20 H 2.8520 2.3569 2.5009  O18 0.957
21 O -2.3553 2.0294 -6.5305  H22 0.957, H23 0.957
22 H -2.0923 2.5373 -5.7630  O21 0.957
23 H -2.9946 1.4009 -6.1949  O21 0.957
24 O -5.0802 2.0463 1.6909  H25 0.957, H26 0.957
25 H -5.6043 1.3093 2.0046  O24 0.957
26 H -4.5277 1.6727 1.0042  O24 0.957
27 C -0.7904 -2.2644 5.4589  C28 1.525, H31 1.090, H32 1.090, H33 1.090
28 C 0.1350 -3.0346 4.5228  C27 1.525, C29 1.537, O30 1.387, H34 1.090
29 C 0.7163 -2.1482 3.4094  C28 1.537, H35 1.090, H36 1.090, H37 1.090
30 O 1.2633 -3.4698 5.2015  C28 1.387, H38 0.960
31 H -1.5049 -2.9305 5.9425  C27 1.090
32 H -1.4328 -1.5316 4.9706  C27 1.090
33 H -0.5349 -1.7416 6.3805  C27 1.090
34 H -0.3426 -3.9627 4.2088  C28 1.090
35 H 0.0118 -1.9400 2.6041  C29 1.090
36 H 1.6886 -2.3926 2.9816  C29 1.090
37 H 0.8755 -1.1209 3.7373  C29 1.090
38 H 1.8334 -3.9925 4.6328  O30 0.960
39 C -4.5503 -4.2781 -1.1521  C40 1.546, H43 1.090, H44 1.090, H45 1.090
40 C -3.3713 -5.2186 -0.8100  C39 1.546, C41 1.659, O42 1.467, H46 1.090
41 C -2.1586 -4.5329 0.0913  C40 1.659, H47 1.090, H48 1.090, H49 1.090
42 O -3.7050 -6.5075 -0.1941  C40 1.467, H50 0.960
43 H -4.9963 -3.8150 -0.2719  C39 1.090
44 H -5.3109 -4.6877 -1.8167  C39 1.090
45 H -4.0773 -3.4422 -1.6675  C39 1.090
46 H -3.0141 -5.4575 -1.8118  C40 1.090
47 H -1.4728 -5.3223 0.3989  C41 1.090
48 H -2.5297 -4.0154 0.9760  C41 1.090
49 H -1.7162 -3.7729 -0.5528  C41 1.090
50 H -2.8902 -6.9914 -0.0408  O42 0.960
51 C 6.2862 -1.2212 -0.3092  C52 1.488, H55 1.090, H56 1.090, H57 1.090
52 C 6.9984 0.0842 -0.3515  C51 1.488, C53 1.557, O54 1.374, H58 1.090
53 C 6.3824 1.2032 -1.2424  C52 1.557, H59 1.090, H60 1.090, H61 1.090
54 O 7.0755 0.4785 0.9630  C52 1.374, H62 0.960
55 H 6.8648 -1.9950 0.1955  C51 1.090
56 H 6.0160 -1.5556 -1.3108  C51 1.090
57 H 5.4163 -0.9765 0.3003  C51 1.090
58 H 8.0572 0.1236 -0.6071  C52 1.090
59 H 6.8716 1.0125 -2.1976  C53 1.090
60 H 6.7135 2.1967 -0.9401  C53 1.090
61 H 5.2924 1.2064 -1.2360  C53 1.090
62 H 6.2045 0.7644 1.2480  O54 0.960

Calculated values
Total energy in a.u.: -2003.2977
Strongest force on any atom in hartree/bohr: 0.05712
Total charge: -1
Energy above the lowest of the compared OMol25 structures with the same formula, charge and spin in kcal per mole: 75.9

***

Entry 3:
Density functional theory data (ωB97M-V/def2-TZVPD) for one molecule with the formula C12H16N2.

Bonds (Å) are listed after each position.
Positions of all 30 atoms, in Å:
1 C -0.6380 -2.5046 -0.4464  C2 1.500, H15 1.167, H16 1.056, H17 1.056
2 C -1.4677 -1.2751 -0.2218  C1 1.500, C3 1.383, C8 1.401
3 C -2.6271 -1.4572 0.5099  C2 1.383, C4 1.426, H18 1.049
4 C -3.3217 -0.3155 1.0081  C3 1.426, C5 1.404, H19 1.128
5 C -2.8437 0.9277 0.5636  C4 1.404, C6 1.456, H20 1.082
6 C -1.6887 1.1636 -0.2902  C5 1.456, C7 1.463, C8 1.430
7 C -1.2241 2.4767 -0.7389  C6 1.463, H21 1.074, H22 1.146, H23 1.150
8 C -0.9537 -0.0256 -0.5907  C2 1.401, C6 1.430, C9 1.540
9 C 0.3469 0.0107 -1.4142  C8 1.540, C10 1.626, H24 1.227, H25 1.134
10 C 1.6752 -0.1552 -0.4910  C9 1.626, N11 1.270, N14 1.488
11 N 2.7285 -0.8272 -0.7207  C10 1.270, C12 1.559
12 C 3.8052 -0.2287 0.2344  N11 1.559, C13 1.523, H26 1.194, H27 1.164
13 C 3.0193 0.3982 1.3780  C12 1.523, N14 1.437, H28 1.139, H29 1.186
14 N 1.8496 0.7925 0.6427  C10 1.488, C13 1.437, H30 1.064
15 H -1.2410 -3.1927 0.2782  C1 1.167
16 H -0.8722 -2.9727 -1.3638  C1 1.056
17 H 0.3963 -2.4891 -0.2356  C1 1.056
18 H -2.9821 -2.3626 0.9034  C3 1.049
19 H -4.3705 -0.3083 1.4234  C4 1.128
20 H -3.4043 1.8233 0.7954  C5 1.082
21 H -0.2465 2.7609 -0.3980  C7 1.074
22 H -1.9201 3.3335 -0.4321  C7 1.146
23 H -1.0343 2.6026 -1.8662  C7 1.150
24 H 0.5354 1.1739 -1.7548  C9 1.227
25 H 0.2289 -0.8148 -2.1825  C9 1.134
26 H 4.8061 -0.8437 0.4486  C12 1.194
27 H 4.2229 0.7225 -0.2906  C12 1.164
28 H 3.4367 1.1959 2.0755  C13 1.139
29 H 2.8369 -0.5938 2.0020  C13 1.186
30 H 0.9477 0.9843 1.1745  N14 1.064

Calculated values
Total energy in a.u.: -576.2720
Structure (SMILES): Cc1cccc(C)c1CC1=NCCN1
Strongest force on any atom in hartree/bohr: 0.08501
Energy above the lowest of the compared OMol25 structures with the same formula, charge and spin in kcal per mole: 67.7

***

Entry 4:
Density functional theory data (ωB97M-V/def2-TZVPD) for a 5-piece molecular cluster, CH11O5 overall.

Bonds (Å) are listed after each position.
Positions of all 17 atoms, in Å:
1 C 0.2395 -0.9904 -0.3492  O2 1.374, H3 1.098, H4 1.113, H5 1.105
2 O -0.3917 0.2294 -0.3796  C1 1.374
3 H 0.7326 -1.2160 -1.3035  C1 1.098
4 H 1.1046 -1.0370 0.3494  C1 1.113
5 H -0.4110 -1.8691 -0.1861  C1 1.105
6 H 1.2326 1.6185 -0.8086  O8 0.973
7 H 1.8233 0.9603 -1.9887  O8 0.966
8 O 1.9419 1.7594 -1.4595  H6 0.973, H7 0.966
9 H -1.0977 -0.0828 -2.0418  O11 0.989
10 H -2.4678 0.3965 -2.3009  O11 0.963
11 O -1.7416 -0.0060 -2.7883  H9 0.989, H10 0.963
12 H 2.3166 -0.8286 3.5609  O14 0.958
13 H 1.6969 0.5838 3.5651  O14 0.960
14 O 2.4571 0.0735 3.8527  H12 0.958, H13 0.960
15 H -1.7675 0.3021 0.3955  O17 1.020
16 H -3.1279 -0.3102 0.8309  O17 0.961
17 O -2.5399 0.4166 1.0517  H15 1.020, H16 0.961

Calculated values
Total energy in a.u.: -420.9254
Strongest force on any atom in hartree/bohr: 0.01199
Total charge: -1
Energy above the lowest of the compared OMol25 structures with the same formula, charge and spin in kcal per mole: 16.0

***

no.,E_HOMO (eV)
1,-8.93
2,-6.63
3,-8.71
4,-4.31